[1]
18
Properties=species:S:1:pos:R:3:forces:R:3 method="wB97M-V/def2-TZVPD" de_lowest_ev=4.498 total_energy_ev=-8793.1211
C 1.0235 -0.6089 0.0446 0.719 0.215 -0.193
C -0.8488 0.4268 0.0744 -0.265 0.309 -0.390
C 1.1989 -0.8567 1.5264 -0.200 0.149 -0.013
C -1.9919 -0.5120 -0.1704 0.009 0.013 0.002
N 0.5206 2.0885 -0.6843 -0.379 -0.267 -0.233
N 1.8827 0.2267 -0.5253 -0.448 -0.218 0.340
N -0.5309 1.3279 -0.8878 0.752 -0.475 0.365
H 0.8027 2.4928 -1.5785 -0.117 -0.049 0.040
H 1.8854 0.1115 -1.5390 -0.071 0.004 0.062
H -0.7371 1.0157 -1.8384 -0.115 0.199 0.110
H 0.6486 -1.4726 -0.5179 -0.206 0.232 -0.034
H -0.7466 0.8280 1.0755 0.241 -0.089 -0.007
H 1.4327 0.0875 2.0237 0.020 -0.100 -0.015
H -2.9561 -0.0758 0.1020 -0.007 -0.003 -0.021
H -2.0409 -0.8312 -1.2145 0.019 0.027 0.005
H 0.2977 -1.2843 1.9742 0.024 0.024 0.016
H 2.0208 -1.5538 1.7004 0.011 0.029 -0.025
H -1.8611 -1.4100 0.4350 0.013 0.001 -0.010

=====

[2]
18
Properties=species:S:1:pos:R:3:forces:R:3 method="wB97M-V/def2-TZVPD" de_lowest_ev=2.811 total_energy_ev=-8794.8084
N 0.1677 0.7782 2.5839 -3.562 -1.383 2.154
C 0.5942 0.7717 1.3125 0.889 -0.631 -2.547
C -0.2112 0.6011 0.2525 1.324 -0.433 -0.555
N -1.6105 0.4216 0.1887 1.408 3.518 2.021
C 0.3655 0.5845 -1.1323 -0.075 0.264 -1.553
C 0.5913 -0.8147 -1.9171 -1.112 1.843 -0.008
N 0.3002 -2.0001 -1.1984 -0.040 -1.188 0.118
H 0.5931 1.4126 3.2033 0.209 0.726 0.797
H -0.8977 0.6469 2.7161 2.736 0.610 -0.114
H 1.7045 0.6550 1.1552 -1.301 0.670 0.069
H -1.8122 -0.2285 -0.4393 -1.006 -3.206 -3.722
H -2.1583 0.1925 0.9595 -0.474 -0.085 2.036
H 1.2536 1.2290 -1.2491 -0.196 -0.381 0.394
H -0.4216 1.0930 -1.7530 0.730 -0.137 0.510
H 1.5746 -0.9704 -2.3277 0.635 0.729 -0.050
H -0.0818 -0.5748 -2.8053 0.718 -1.562 0.906
H -0.6074 -2.3723 -1.1776 -1.190 -0.129 -0.138
H 0.8115 -2.3363 -0.3941 0.308 0.772 -0.319